{"formula": "C2H8NO4", "method": "ωB97M-V with the def2-TZVPD basis set", "elements": ["O", "C", "N", "C", "O", "H", "H", "H", "H", "H", "H", "O", "H", "H", "O"], "positions_angstrom": [[-2.756, 1.213, -1.145], [-1.844, 0.666, -0.583], [-1.392, -0.583, -0.973], [-0.063, -1.014, -0.617], [0.891, -0.061, -0.567], [-1.324, 1.059, 0.293], [-1.805, -0.975, -1.806], [0.264, -1.792, -1.321], [-0.103, -1.466, 0.393], [3.865, -0.198, 0.545], [2.323, -0.469, 0.386], [3.107, -0.658, 0.920], [1.264, -0.034, 2.434], [0.603, 0.705, 1.286], [0.601, 0.646, 2.254]], "nbo_charge": [-0.561, 0.535, -0.651, 0.003, -0.324, 0.126, 0.407, 0.243, 0.243, 0.476, 0.477, -0.979, 0.483, 0.455, -0.934], "homo_ev": [-10.58, -10.54], "s_squared": 0.754, "orbital_gap_ev": [11.1, 7.2], "total_energy_ha": -436.6412, "total_charge": 0, "e_above_lowest_kcal_mol": 12.2, "spin_multiplicity": 2}